No. 1
Entry from the Open Molecules 2025 dataset: 2 unconnected molecules or ions with the total composition C5H9O6 (ωB97M-V with the def2-TZVPD basis set).

Structure (ORCA input):
```
! RIJCOSX wB97M-V def2-TZVPD def2/J DEFGRID3
* xyz 0 2
C -0.77525 -2.40065 1.10037
C 0.62932 -2.12966 0.80987
C 1.43792 -1.23059 1.64391
O 0.98171 -0.24291 2.21054
C -0.79069 1.42719 -0.84609
C 0.59884 1.97552 -0.95180
O 0.29335 3.33697 -1.11181
O -1.07125 3.53692 -0.54010
O -1.49153 1.11172 -1.77526
O 1.04312 -2.05830 -0.45079
O -0.14863 -2.29830 -1.36967
H -1.06281 -1.65873 1.85800
H -1.36106 -2.30409 0.18150
H -0.93505 -3.38473 1.56504
H 2.50914 -1.51656 1.62779
H -1.00049 1.43526 0.25408
H 1.16070 1.86383 -0.01730
H 1.13085 1.55584 -1.81278
H -1.06158 4.51490 -0.37064
H -0.08660 -1.53363 -2.00485
*
```

Calculated values
* lowest unoccupied orbital energy (spin up / spin down): -0.2 / -0.1 eV
* HOMO-LUMO gap (spin up / spin down): 0.2786 / 0.3608 hartree
* HOMO level (spin up / spin down): -7.7351 / -9.9113 eV

=====

No. 2
Entry from the Open Molecules 2025 dataset: a gas-phase ion, C5H9O7P (charge -2) (ωB97M-V with the def2-TZVPD basis set).

Structure (ORCA input):
```
! RIJCOSX wB97M-V def2-TZVPD def2/J DEFGRID3
* xyz -2 1
C 0.30325 -1.41002 1.44917
C -0.46639 -1.98498 0.18696
C -0.14406 -1.15633 -1.10982
C -0.61565 0.25357 -1.01107
C 0.40041 0.82716 0.77440
O 0.87139 3.37029 -0.21903
O -1.33627 3.04939 1.22756
O 1.05035 3.08631 2.31929
O 0.08602 -0.05724 1.72331
O -0.21246 -3.23740 -0.05118
O -0.70269 -2.03096 -2.17283
O -0.26416 1.27545 -1.96553
P 0.17459 2.72011 1.19734
H 0.04700 -2.08192 2.39310
H 1.44444 -1.60941 1.26438
H -1.50175 -1.69970 0.61145
H 0.86588 -1.19466 -1.58335
H -1.66194 0.39431 -0.64425
H 1.51114 0.71193 0.35763
H -0.72075 -2.89124 -1.60828
H 0.54940 0.80416 -2.31752
H 0.32224 2.86117 -0.82173
*
```

Calculated values
* lowest unoccupied orbital energy: 6.0 eV
* HOMO-LUMO gap: 0.2552 hartree
* HOMO level: -0.9044 eV

=====

No. 3
Entry from the Open Molecules 2025 dataset: 2 unconnected molecules or ions with the total composition C5H9P (ωB97M-V with the def2-TZVPD basis set).

Structure (ORCA input):
```
! RIJCOSX wB97M-V def2-TZVPD def2/J DEFGRID3
* xyz 0 1
C -0.34470 -0.59825 -2.18021
C -0.19189 -0.55542 -0.67512
P -1.51076 -0.87271 0.31320
C -0.47924 -1.11408 1.83833
H -0.65118 -1.59113 -2.41925
H 0.55454 -0.32127 -2.68876
H -1.06412 0.10850 -2.57902
H 0.72043 -0.19803 -0.19029
H -0.14795 -2.21168 1.75658
H 0.30095 -0.32804 1.72226
H -1.07091 -0.87611 2.74578
C 0.74078 2.19449 1.17234
C 1.24951 2.01206 0.10002
H 0.22410 2.36729 2.03026
H 1.67044 1.98439 -0.94610
*
```

Calculated values
* lowest unoccupied orbital energy: 0.5 eV
* structure (SMILES): C/C=P/C.C#C
* HOMO-LUMO gap: 0.3312 hartree
* HOMO level: -8.5159 eV

=====

No. 4
Entry from the Open Molecules 2025 dataset: a single C5H9P molecule (ωB97M-V with the def2-TZVPD basis set).

Structure (ORCA input):
```
! RIJCOSX wB97M-V def2-TZVPD def2/J DEFGRID3
* xyz 0 1
C 0.76930 -0.77239 1.81461
C -0.31776 -0.20590 1.34792
C -0.23724 0.30480 -0.33925
C -0.96423 1.71956 -0.36337
P -0.80183 -1.03307 -1.38289
C 0.59488 -1.89584 -1.48987
H 0.70544 -1.35673 2.83297
H 1.57958 -0.98910 1.16130
H -1.32585 -0.00657 1.72210
H 0.87952 0.50335 -0.46779
H -1.92788 1.70791 0.09946
H -1.01985 2.01594 -1.47965
H -0.33554 2.32426 0.18352
H 0.71949 -2.91556 -2.10187
H 1.36993 -1.45068 -0.96598
*
```

Calculated values
* lowest unoccupied orbital energy: 0.3 eV
* structure (SMILES): C=C[C@H](C)P=C
* HOMO-LUMO gap: 0.3466 hartree
* HOMO level: -9.1511 eV

=====

No. 5
Entry from the Open Molecules 2025 dataset: a single C5H9P molecule (ωB97M-V with the def2-TZVPD basis set).

Structure (ORCA input):
```
! RIJCOSX wB97M-V def2-TZVPD def2/J DEFGRID3
* xyz 0 1
C 0.94161 0.12828 -2.14422
C -1.47519 -0.03126 -1.56115
C 1.48002 -0.97139 -1.35257
C 0.08481 0.05579 2.08272
C -0.60430 0.87547 0.96023
P -0.12407 -0.33067 -0.53768
H -1.49082 0.99699 -1.41003
H -1.20912 -0.49623 -2.52860
H 1.44773 -2.09121 -1.21406
H 2.35682 -0.44934 -0.95909
H -0.34825 -0.88913 2.08721
H 0.99316 0.18566 1.68351
H -0.13433 0.49771 3.01984
H -0.17130 1.85053 0.96013
H -1.74678 0.66879 0.91377
*
```

Calculated values
* lowest unoccupied orbital energy (spin up / spin down): -0.3 / 0.4 eV
* HOMO-LUMO gap (spin up / spin down): 0.2618 / 0.2934 hartree
* HOMO level (spin up / spin down): -7.4079 / -7.6340 eV

=====

Asked for energy across the records above, the calculation gives -647.013246 -1063.936238 -537.111171 -537.136341 -536.922347 Eh in order.
Asked for max |F| across the records above, the calculation gives 3.1 4.5 2.7 4.7 4.4 eV Å⁻¹ in order.